The following is a quantum chemistry calculation of a 15-piece molecular cluster, C55H120B2Cl3F8N13O16 overall, from the OMol25 dataset.

Last column: Mulliken charge in e.
Geometry (Å):
C 1.51 -5.41 -1.52  -0.912
N 1.45 -4.07 -0.95  0.641
C 2.50 -3.63 -0.19  -1.105
C 2.44 -2.30 0.30  -0.237
C 1.33 -1.46 -0.01  0.461
C 0.31 -2.06 -0.74  -0.766
C 0.34 -3.34 -1.22  -0.674
C 1.19 -0.11 0.48  0.827
C 1.81 0.91 -0.18  -0.557
C 1.56 2.27 0.15  -0.839
N 0.78 2.50 1.24  0.870
C 0.33 1.54 2.04  -0.037
C 0.47 0.19 1.69  -1.052
C 0.59 3.86 1.84  -0.923
H 0.57 -5.90 -1.29  0.090
H 2.24 -6.08 -1.06  0.437
H 1.68 -5.31 -2.59  0.278
H 3.27 -4.36 0.02  0.657
H 3.15 -1.83 0.97  0.529
H -0.57 -1.48 -0.99  0.107
H -0.49 -3.82 -1.71  0.729
H 2.24 0.70 -1.15  0.503
H 1.84 3.17 -0.37  0.822
H -0.23 1.89 2.89  0.400
H 0.20 -0.56 2.42  0.754
H 0.84 4.73 1.23  0.336
H 1.07 3.82 2.82  0.307
H -0.45 3.95 2.13  -0.072
B -3.16 3.70 0.85  0.375
F -4.41 4.12 1.12  -0.306
F -3.38 2.70 -0.16  -0.501
F -2.35 4.68 0.51  -0.252
F -2.72 3.14 2.12  -0.297
B 1.62 -3.64 4.32  0.281
F 1.42 -4.84 3.78  -0.234
F 0.87 -2.66 3.62  -0.219
F 1.19 -3.53 5.67  -0.372
F 2.92 -3.17 4.11  -0.429
O -1.83 5.99 7.06  -0.693
C -1.87 6.51 5.92  0.434
N -1.95 7.84 5.71  -0.356
C -2.03 5.71 4.68  -0.220
H -2.42 8.29 4.94  0.249
H -2.15 8.26 6.61  0.284
H -2.99 5.21 4.61  0.508
H -1.20 5.01 4.79  -0.371
H -1.93 6.25 3.74  0.208
O -0.79 1.18 -2.12  -0.219
C -0.96 2.13 -2.83  0.547
N -1.58 3.18 -2.28  -0.292
C -0.14 2.45 -4.04  -0.974
H -1.92 3.13 -1.33  0.056
H -1.26 4.12 -2.46  0.277
H 0.92 2.28 -3.88  0.011
H 0.02 3.49 -4.35  0.403
H -0.60 1.88 -4.85  0.265
O 3.93 1.95 3.80  -0.547
C 3.99 0.79 4.05  0.216
N 3.81 0.37 5.23  -0.315
C 4.11 -0.40 3.13  -0.373
H 3.49 -0.56 5.47  0.254
H 3.59 1.15 5.84  0.223
H 4.63 -1.30 3.47  0.471
H 4.54 -0.08 2.18  0.362
H 3.11 -0.77 2.91  -0.269
O 3.40 -7.98 0.92  -0.682
C 3.67 -8.16 2.12  0.657
N 4.95 -8.22 2.49  -0.382
C 2.60 -8.47 3.13  -0.691
H 5.61 -8.29 1.73  0.240
H 5.22 -8.16 3.46  0.185
H 1.83 -8.96 2.54  0.198
H 2.21 -7.48 3.38  0.116
H 3.03 -9.02 3.97  0.378
O 2.83 3.67 -2.50  -0.514
C 3.70 4.43 -2.98  0.614
N 3.50 5.52 -3.73  -0.306
C 5.13 4.10 -2.80  -1.212
H 4.27 6.16 -3.79  0.144
H 2.59 5.82 -4.04  0.246
H 5.87 4.79 -3.22  0.421
H 5.16 3.16 -3.35  0.336
H 5.19 3.82 -1.75  0.256
O -3.18 -1.71 -0.89  -0.635
C -3.22 -1.06 0.12  0.748
N -2.49 0.04 0.40  0.364
C -3.98 -1.58 1.28  -0.937
H -2.26 0.66 -0.36  -0.293
H -2.72 0.54 1.25  0.010
H -3.70 -2.59 1.58  0.157
H -5.02 -1.69 0.99  0.254
H -3.97 -0.87 2.11  0.367
C -1.01 2.28 6.63  -0.147
Cl -0.59 1.01 7.78  -0.117
Cl -1.91 1.50 5.18  -0.088
Cl 0.40 3.13 5.98  -0.048
H -1.72 3.01 7.01  0.349
C 4.58 8.92 -1.92  -0.771
O 3.60 8.81 -0.96  -0.328
C 3.37 7.47 -0.53  -0.571
C 2.55 7.52 0.79  0.799
N 1.42 8.45 0.71  -0.373
C 0.64 8.68 1.94  0.623
C -0.24 9.94 1.73  -0.973
O 0.61 11.03 1.40  -0.297
C -0.01 12.33 1.55  -0.835
H 4.49 8.40 -2.87  0.173
H 5.56 8.72 -1.49  0.295
H 4.52 9.93 -2.32  0.312
H 4.28 6.90 -0.37  0.323
H 2.81 6.99 -1.33  0.289
H 3.24 7.97 1.51  -0.115
H 2.17 6.53 1.05  -0.454
H 1.87 9.32 0.46  0.478
H 1.31 8.84 2.78  -0.323
H 0.06 7.84 2.33  -0.028
H -0.91 10.07 2.59  0.456
H -0.93 9.83 0.90  0.399
H 0.77 13.05 1.76  0.265
H -0.61 12.36 2.46  0.317
H -0.67 12.47 0.69  0.303
C 3.98 -2.25 -3.71  -0.912
O 2.50 -2.09 -3.42  0.009
C 1.78 -1.08 -4.21  -0.934
C 0.20 -1.33 -4.14  0.468
N -0.10 -2.74 -4.31  0.542
C -0.77 -3.04 -5.57  -0.992
C -0.82 -4.61 -5.65  -0.366
O 0.51 -5.13 -5.73  -0.401
C 0.35 -6.50 -5.85  -0.802
H 4.18 -1.76 -4.66  0.315
H 4.33 -3.28 -3.72  0.250
H 4.51 -1.66 -2.96  0.286
H 2.06 -0.99 -5.26  0.567
H 2.01 -0.17 -3.67  0.329
H -0.35 -0.64 -4.78  0.682
H -0.07 -1.03 -3.12  -1.295
H 0.72 -3.33 -4.28  0.057
H -0.26 -2.61 -6.43  0.455
H -1.82 -2.73 -5.51  0.410
H -1.44 -4.92 -6.49  0.546
H -1.37 -4.94 -4.77  0.150
H 1.32 -6.98 -6.02  0.311
H -0.30 -6.90 -6.62  0.318
H 0.16 -6.92 -4.86  0.292
C -1.15 -5.39 1.65  -0.898
O -1.54 -6.18 0.53  0.207
C -1.48 -7.58 0.71  -0.569
C -2.70 -8.27 -0.09  -1.316
N -4.08 -7.79 0.01  -0.233
C -4.60 -7.56 1.35  -0.197
C -5.92 -6.70 1.24  -0.948
O -5.51 -5.47 0.86  -0.151
C -6.51 -4.73 0.14  -0.713
H -1.37 -4.38 1.30  0.034
H -0.13 -5.53 2.00  0.398
H -1.75 -5.53 2.55  0.397
H -1.47 -7.74 1.79  0.477
H -0.49 -7.81 0.31  0.430
H -2.68 -9.35 0.01  0.442
H -2.59 -8.14 -1.16  0.359
H -4.17 -6.88 -0.42  0.180
H -3.90 -6.98 1.95  0.060
H -4.89 -8.48 1.85  0.397
H -6.29 -6.47 2.24  0.403
H -6.71 -7.09 0.60  0.510
H -7.47 -4.80 0.64  0.326
H -6.64 -5.39 -0.72  0.302
H -5.99 -3.82 -0.16  0.155
C -3.36 -4.64 -2.88  -0.262
O -3.39 -5.56 -3.93  -0.111
C -4.64 -6.14 -4.18  -0.683
C -4.70 -6.99 -5.44  -0.539
N -6.02 -7.44 -5.83  -0.332
C -5.94 -8.86 -6.10  -0.583
C -7.09 -9.66 -6.63  -0.569
O -7.44 -9.16 -7.90  -0.324
C -8.62 -9.76 -8.36  -0.725
H -2.52 -3.96 -3.01  -0.188
H -3.11 -5.26 -2.02  0.018
H -4.35 -4.18 -2.81  0.462
H -5.44 -5.45 -4.45  0.302
H -5.00 -6.64 -3.29  0.249
H -3.93 -7.75 -5.37  0.432
H -4.43 -6.29 -6.24  0.212
H -6.33 -6.91 -6.64  0.279
H -5.62 -9.20 -5.11  0.387
H -5.16 -8.98 -6.85  0.304
H -7.90 -9.49 -5.92  0.405
H -6.84 -10.72 -6.73  0.317
H -9.24 -10.09 -7.52  0.309
H -8.38 -10.69 -8.89  0.276
H -9.17 -9.18 -9.10  0.250
C 3.83 9.35 4.95  -1.018
O 2.99 8.32 4.49  0.019
C 2.58 7.36 5.46  -1.102
C 1.76 6.38 4.76  0.420
N 2.41 5.89 3.54  1.191
C 3.51 4.95 3.65  0.018
C 4.89 5.66 3.41  -1.288
O 4.91 6.53 2.32  0.123
C 6.26 6.89 2.10  -0.931
H 3.71 9.57 6.01  0.357
H 3.69 10.22 4.31  0.234
H 4.85 8.98 4.86  0.252
H 1.97 7.85 6.23  0.657
H 3.43 6.85 5.91  0.346
H 0.81 6.83 4.46  -0.268
H 1.19 5.58 5.22  -0.127
H 3.05 6.61 3.23  -0.757
H 3.46 4.27 2.80  -0.187
H 3.49 4.29 4.51  0.464
H 5.63 4.86 3.45  0.631
H 4.89 6.24 4.33  0.184
H 6.16 7.59 1.27  0.162
H 6.84 6.02 1.77  0.355
H 6.60 7.45 2.97  0.333

The LUMO energy is -0.98 eV. As for the HOMO energy: -8.17 eV.